# 1
Below is a cluster of 7 separate species, C14H42O9 in total, with properties calculated with ωB97M-V/def2-TZVPD.

The value obtained for the highest occupied orbital energy is -9.43 eV. As for the SMILES: OCCO.OCCO.CCO.CCO.CCO.CCO.CCO. For the energy relative to the best compared isomer or geometry (same formula, charge and spin), the calculation gives 0.00 kcal per mole.

Geometry as ORCA input:
```
! RIJCOSX wB97M-V def2-TZVPD def2/J DEFGRID3
* xyz 0 1
O -0.7887 3.6828 2.6822
C -1.1563 2.5303 3.4547
C -2.4909 2.0572 2.9451
O -2.6139 0.8028 3.6614
H 0.1406 3.8728 2.7198
H -0.4509 1.7444 3.2494
H -1.2003 2.7404 4.5686
H -2.4919 1.9063 1.8501
H -3.3276 2.6876 3.2750
H -3.5593 0.6512 3.6029
O 0.2988 -2.3926 0.4205
C -0.3101 -2.8448 1.5966
C -0.5230 -1.7069 2.5857
O -0.9453 -2.3277 3.8202
H 1.0587 -1.7347 0.4699
H -1.2919 -3.2232 1.3795
H 0.2966 -3.6635 1.9591
H -1.2821 -1.0288 2.2048
H 0.4225 -1.2215 2.7906
H -1.4404 -1.6926 4.3687
C 0.9671 -1.8340 -3.2835
C -0.4085 -2.4417 -2.8672
O -0.9791 -1.6402 -1.8093
H 0.8988 -0.7161 -3.4194
H 1.3339 -2.3162 -4.2160
H 1.7687 -2.0135 -2.5966
H -0.2847 -3.4976 -2.5381
H -1.1498 -2.5052 -3.6604
H -0.5612 -1.9908 -1.0155
C 4.5933 -2.6921 -0.2404
C 4.0779 -2.9621 1.0936
O 3.9849 -1.7517 1.8651
H 5.4805 -2.0303 -0.1489
H 3.7923 -2.1742 -0.7733
H 4.8744 -3.5691 -0.7887
H 4.6227 -3.6795 1.6469
H 3.0957 -3.4249 0.8904
H 3.5236 -1.9675 2.6678
C -3.7985 0.1658 -0.8016
C -3.6072 1.6336 -1.1859
O -4.8301 2.0679 -1.7594
H -2.9125 -0.2326 -0.3373
H -4.1141 -0.4765 -1.6158
H -4.6388 0.0404 -0.0748
H -2.7377 1.7507 -1.8999
H -3.4256 2.1939 -0.2777
H -4.6746 2.8321 -2.3196
C 0.2011 1.1696 0.5455
C 1.6981 0.8489 0.8799
O 2.0822 -0.4684 0.4515
H 0.0843 2.2328 0.7288
H -0.4252 0.5681 1.2014
H 0.0118 1.0170 -0.5427
H 1.8766 0.9572 1.9646
H 2.3513 1.5622 0.3810
H 2.9013 -0.6942 0.9788
C 1.4368 3.1649 -2.9649
C 0.3132 2.2216 -3.5052
O -0.7858 3.0167 -3.8964
H 2.3847 2.6127 -2.6701
H 0.9526 3.6376 -2.1152
H 1.7535 3.9577 -3.7072
H -0.1156 1.5901 -2.7164
H 0.6795 1.6173 -4.3718
H -0.6366 3.3802 -4.7811
*
```

=====

# 2
Below is a structure of composition C14H43HgO8, with properties calculated with ωB97M-V/def2-TZVPD.

The value obtained for the highest occupied orbital energy (spin up / spin down) is -7.01 / -9.40 eV.

Geometry as ORCA input:
```
! RIJCOSX wB97M-V def2-TZVPD def2/J DEFGRID3
* xyz 0 2
Hg 0.4281 2.3478 -0.9318
O -0.3697 0.2439 -1.0716
H -0.8988 -0.0778 -0.3159
C 1.3284 -3.5937 -0.3999
C -0.0800 -3.0635 -0.3918
O -0.0795 -1.9143 0.4344
H 1.4492 -4.5230 -0.9566
H 1.6949 -3.7497 0.6147
H 2.0278 -2.9119 -0.8838
H -0.7219 -3.8521 0.0010
H -0.3880 -2.8264 -1.4101
H -0.0243 -1.1617 -0.1591
C 3.9594 0.4493 0.1911
C 3.2131 0.7422 -1.1922
O 2.7783 2.0573 -1.2135
H 4.6792 1.2350 0.4205
H 4.4162 -0.5393 0.1451
H 3.3216 0.3346 1.0675
H 2.3998 0.0611 -1.4427
H 3.9674 0.6455 -1.9732
H 3.5509 2.6118 -1.3444
C 2.4196 2.7856 3.1060
C 1.0411 2.7827 2.3780
O 0.9136 1.7357 1.4285
H 2.5444 1.9139 3.7484
H 2.4399 3.6403 3.7822
H 3.2497 2.9032 2.4095
H 0.8428 3.7783 1.9810
H 0.1988 2.6818 3.0624
H 0.9093 0.8859 1.8750
C 1.9761 -1.1702 4.5132
C 0.7840 -1.6755 3.7416
O 0.3434 -0.7739 2.8039
H 1.7601 -0.2684 5.0861
H 2.7635 -0.8919 3.8127
H 2.3642 -1.9291 5.1927
H -0.0364 -1.8484 4.4380
H 1.0388 -2.6194 3.2597
H 0.0372 -1.2789 2.0470
C -2.6366 1.8067 2.1256
C -2.7146 2.3394 0.6565
O -1.5255 3.0102 0.3072
H -3.5303 1.2489 2.4052
H -2.4028 2.6322 2.7978
H -1.8328 1.0729 2.1868
H -3.6080 2.9614 0.6021
H -2.8338 1.5505 -0.0862
H -1.6440 3.8223 0.8053
C -0.1450 -1.1285 -5.6506
C -0.5855 -0.9310 -4.1972
O 0.6200 -0.9950 -3.4344
H -1.0381 -0.9778 -6.2570
H 0.1025 -2.1781 -5.8096
H 0.6040 -0.3979 -5.9560
H -1.2019 -1.7713 -3.8776
H -1.1678 -0.0245 -4.0319
H 0.3401 -0.6527 -2.5823
C -5.1469 -0.5917 -1.9220
C -3.6826 -0.3072 -2.2865
O -2.8408 -1.0225 -1.3640
H -5.3545 -1.6586 -2.0040
H -5.8646 -0.0376 -2.5271
H -5.2199 -0.2831 -0.8791
H -3.4673 0.7610 -2.3108
H -3.4794 -0.8276 -3.2224
H -1.9856 -0.5871 -1.3415
*
```

=====

# 3
Below is a cluster of 6 separate species, C14H43N3O6 in total, with properties calculated with ωB97M-V/def2-TZVPD.

The value obtained for the highest occupied orbital energy is -8.96 eV. As for the SMILES: COC[C@H](C)N.COC[C@H](C)N.COC[C@H](C)N.CCO.O.O. For the energy relative to the best compared isomer or geometry (same formula, charge and spin), the calculation gives 17.03 kcal per mole.

Geometry as ORCA input:
```
! RIJCOSX wB97M-V def2-TZVPD def2/J DEFGRID3
* xyz 0 1
C -1.3769 -0.7775 5.7792
O -0.6657 -0.9148 4.5960
C -0.8471 0.1902 3.7113
C -2.1695 0.1771 2.9621
C -2.4527 -1.1715 2.3184
N -2.1552 1.2082 1.9001
H -1.2108 -1.5439 6.5401
H -2.4712 -0.8469 5.6572
H -1.1610 0.1832 6.2700
H -0.7075 1.1062 4.3013
H -0.0200 0.0806 3.0060
H -3.0216 0.4457 3.5927
H -2.1244 -2.0158 2.9188
H -1.8977 -1.2454 1.3737
H -3.4953 -1.2359 2.0083
H -1.5996 0.8384 1.1287
H -1.6123 2.0193 2.1897
C -1.9990 -1.9271 -2.6662
O -2.9271 -2.9557 -2.9420
C -3.4460 -3.6016 -1.7980
C -4.2209 -4.8078 -2.2823
C -4.8499 -5.5962 -1.1462
N -3.3685 -5.7116 -3.0865
H -2.4321 -1.0466 -2.1759
H -1.7142 -1.5672 -3.6541
H -1.1783 -2.3179 -2.0604
H -2.6112 -3.9041 -1.1489
H -4.1434 -2.9537 -1.2528
H -4.9816 -4.3881 -2.9581
H -4.0496 -6.1967 -0.7109
H -5.6619 -6.2210 -1.5180
H -5.2790 -4.9792 -0.3544
H -3.1048 -5.1430 -3.8889
H -3.9599 -6.4352 -3.4854
C 2.5943 2.2594 -0.1734
O 3.5873 1.4456 -0.7704
C 4.6607 2.1526 -1.4022
C 5.5722 1.1513 -2.0935
C 6.4485 0.4307 -1.0741
N 6.5225 1.9406 -2.9210
H 1.7613 2.4162 -0.8688
H 2.9695 3.2219 0.1756
H 2.1669 1.6794 0.6456
H 4.1754 2.8307 -2.1198
H 5.1902 2.7832 -0.6759
H 4.9234 0.5428 -2.7226
H 5.7791 -0.0219 -0.3340
H 6.9930 1.1975 -0.5230
H 7.0693 -0.3429 -1.5110
H 7.1221 2.4738 -2.3008
H 6.0159 2.6275 -3.4711
C 0.5995 5.1949 1.2579
C -0.7569 4.8337 0.6833
O -0.6136 3.8997 -0.3790
H 0.4510 5.8307 2.1354
H 1.1682 5.7575 0.5215
H 1.1034 4.3238 1.6793
H -1.2031 5.7661 0.3162
H -1.4141 4.4703 1.4812
H -1.4760 3.7494 -0.7791
O -0.5010 0.7594 -0.8182
H -0.2985 1.7010 -0.8722
H 0.3399 0.3192 -0.9941
O 2.2888 -0.7797 -1.6241
H 2.9594 -1.4375 -1.8222
H 2.7176 0.0785 -1.7700
*
```

=====

Looking at strongest force on any atom for the records above, in order, we have 2.35 2.88 2.10 eV/A.